No. 1
Computed, not measured: 2 unconnected molecules or ions with the total composition C11H15N in a non-equilibrium geometry, with ωB97M-V with the def2-TZVPD basis set.

Results
M: 161.248 g/mol
E_HOMO: -7.72 eV
energy relative to the best compared isomer or geometry (same formula, charge and spin): 31.3 kcal/mol
structure (SMILES): Cc1c[nH]c2ccccc12.CC
lowest unoccupied orbital energy: 0.03337 hartree
DFT total energy: -13139.436 eV

```
! RIJCOSX wB97M-V def2-TZVPD def2/J DEFGRID3
* xyz 0 1
C 2.605 -2.035 -0.792
C 1.301 -1.583 -0.316
C 0.455 -2.316 0.499
N -0.800 -1.744 0.557
C -0.780 -0.586 -0.189
C -1.862 0.205 -0.633
C -1.565 1.317 -1.368
C -0.247 1.585 -1.799
C 0.796 0.755 -1.377
C 0.535 -0.417 -0.656
H 3.305 -2.324 0.014
H 3.241 -1.227 -1.203
H 2.522 -2.975 -1.334
H 0.447 -3.296 0.935
H -1.545 -1.952 1.223
H -2.878 -0.061 -0.355
H -2.232 2.145 -1.528
H -0.084 2.386 -2.500
H 1.811 1.143 -1.547
C 0.182 1.889 2.862
C -0.953 2.244 1.826
H 1.196 2.234 2.652
H -0.072 2.083 3.923
H 0.153 0.742 2.848
H -1.177 3.315 1.910
H -0.383 1.936 0.935
H -1.817 1.607 1.934
*
```

No. 2
Computed, not measured: 2 unconnected molecules or ions with the total composition C11H15N in a non-equilibrium geometry, with ωB97M-V with the def2-TZVPD basis set.

Results
M: 161.248 g/mol
E_HOMO: -7.82 eV
energy relative to the best compared isomer or geometry (same formula, charge and spin): 21.7 kcal/mol
structure (SMILES): Cc1c[nH]c2ccccc12.CC
lowest unoccupied orbital energy: 0.02990 hartree
DFT total energy: -13139.850 eV

```
! RIJCOSX wB97M-V def2-TZVPD def2/J DEFGRID3
* xyz 0 1
C -1.609 -3.912 -0.075
C -0.873 -2.621 0.051
C 0.333 -2.395 -0.553
N 0.917 -1.202 -0.141
C -0.036 -0.555 0.587
C 0.039 0.695 1.245
C -1.061 1.149 1.887
C -2.235 0.391 1.948
C -2.313 -0.869 1.432
C -1.148 -1.397 0.805
H -1.086 -4.634 0.565
H -1.794 -4.373 -1.038
H -2.563 -3.786 0.454
H 0.974 -3.076 -1.099
H 1.851 -0.972 -0.460
H 0.868 1.360 1.044
H -0.949 1.969 2.592
H -3.040 0.792 2.556
H -3.169 -1.525 1.484
C 2.160 3.185 -2.421
C 1.995 3.142 -0.897
H 1.656 3.947 -3.009
H 3.225 3.380 -2.598
H 1.944 2.202 -2.839
H 2.694 2.377 -0.533
H 1.083 2.632 -0.584
H 2.141 4.096 -0.404
*
```

Q: Number 2 is which compound?
A: C11H15N

Copy entry 2 word for word.
Computed, not measured: 2 unconnected molecules or ions with the total composition C11H15N in a non-equilibrium geometry, with ωB97M-V with the def2-TZVPD basis set.

Results
M: 161.248 g/mol
E_HOMO: -7.82 eV
energy relative to the best compared isomer or geometry (same formula, charge and spin): 21.7 kcal/mol
structure (SMILES): Cc1c[nH]c2ccccc12.CC
lowest unoccupied orbital energy: 0.02990 hartree
DFT total energy: -13139.850 eV

```
! RIJCOSX wB97M-V def2-TZVPD def2/J DEFGRID3
* xyz 0 1
C -1.609 -3.912 -0.075
C -0.873 -2.621 0.051
C 0.333 -2.395 -0.553
N 0.917 -1.202 -0.141
C -0.036 -0.555 0.587
C 0.039 0.695 1.245
C -1.061 1.149 1.887
C -2.235 0.391 1.948
C -2.313 -0.869 1.432
C -1.148 -1.397 0.805
H -1.086 -4.634 0.565
H -1.794 -4.373 -1.038
H -2.563 -3.786 0.454
H 0.974 -3.076 -1.099
H 1.851 -0.972 -0.460
H 0.868 1.360 1.044
H -0.949 1.969 2.592
H -3.040 0.792 2.556
H -3.169 -1.525 1.484
C 2.160 3.185 -2.421
C 1.995 3.142 -0.897
H 1.656 3.947 -3.009
H 3.225 3.380 -2.598
H 1.944 2.202 -2.839
H 2.694 2.377 -0.533
H 1.083 2.632 -0.584
H 2.141 4.096 -0.404
*
```